1.
A structure of composition C35H52As2NO10PRuS2Sb2Se, computed with ωB97M-V/def2-TZVPD.

CARTESIAN COORDINATES (ANGSTROEM)
H 3.31315 3.14519 1.64541
H 0.11933 4.82542 -1.79135
H 6.16850 -3.54375 2.39501
S 1.26268 -0.91513 2.32915
H -0.17873 -3.46206 1.83271
O -1.45088 -1.89220 2.67164
As -5.24280 1.23858 1.09297
H -6.65626 0.33139 -0.76690
C -3.98238 -3.73851 1.07310
H 2.66887 -4.79591 -1.11232
H -3.39784 -1.08259 -1.65409
H -4.84903 -3.84141 1.72469
C -6.90903 -1.66104 1.23786
H -1.24074 3.83159 -0.13074
H 5.15794 1.98459 3.00177
H 5.66937 0.46994 2.24128
C 2.24090 3.28834 -1.21412
N 1.78864 -6.18971 1.81980
H 4.38554 -2.95198 0.72833
C -5.71680 0.87980 -0.77844
C -0.44286 3.90596 0.60257
H 5.20629 0.86680 5.24510
H 6.78828 0.76496 4.45983
H 0.61761 0.47939 -1.77995
H 4.91477 -4.02999 3.55282
Sb 1.06556 2.41284 0.37187
H -1.34853 0.27466 4.17786
C 5.15905 -3.94207 2.49470
C 0.87582 -5.29531 2.19612
C 2.20008 -0.42087 -5.45298
H -5.88451 1.83353 -1.27237
Se 0.85171 -2.46791 -0.87185
O -3.52701 1.71834 3.30916
H 0.19509 -0.71917 -3.05075
C -5.00016 -1.29869 2.67491
H -7.63184 -2.47151 1.22082
C -2.42965 -2.12985 2.01433
C -2.79204 2.02584 -3.79475
H -2.36461 1.35028 -4.52915
C 0.55028 -4.16588 1.45585
C 2.13146 2.90339 -3.72647
H -1.79861 -0.97976 -2.42698
H -3.75831 -4.69733 0.61589
H -6.20604 -1.78837 0.41387
C -4.29813 -0.55591 1.54922
H 1.94057 2.75467 -5.85168
O -1.49403 1.38905 2.42948
H 3.13701 2.67158 -1.26359
C 0.75195 0.19383 -2.84208
C -2.33173 -1.23865 -1.51838
O -2.83752 -3.38893 1.86084
H 0.08424 1.22322 3.69819
H 0.04838 4.87561 0.51841
C 1.60313 3.48455 -2.56240
C 2.28054 3.07696 1.98548
C -0.09739 4.60003 -3.89798
H 2.54248 4.25027 -0.79014
P 3.21655 -0.57752 2.05401
H -3.86608 2.11971 -3.93555
C -0.99606 1.22444 3.78239
C 2.14252 -4.90632 -0.17297
O -4.43934 -1.50533 3.71170
H 1.53836 0.38355 -5.77473
C 0.50068 4.33284 -2.67700
C -2.80706 1.60940 2.35206
C 3.30897 1.98625 -3.71503
H 1.68053 -1.37361 -5.54756
H 3.08118 -0.44293 -6.09415
C 1.51763 3.18295 -4.94978
H 3.79136 1.99215 -4.69380
H 4.06542 2.26898 -2.98551
H -2.32700 3.00630 -3.86439
H 1.93400 4.06390 2.28984
C 4.15898 -3.06343 1.78964
S 3.26968 -0.08240 0.09876
As -1.67854 -0.21599 0.01349
H -0.94098 5.27700 -3.95108
H 3.14566 -3.44177 1.90151
C -3.06274 -0.99075 1.25506
H -7.44306 -0.71655 1.13928
O -2.50255 1.43946 -2.51153
H 2.22996 2.39004 2.82414
C -3.34340 1.74538 0.95375
H 5.71843 -0.64619 4.47402
H 0.38070 -5.48009 3.14325
H 0.30944 1.03362 -3.38287
C -3.06015 2.05220 -1.46155
H -1.34699 2.04317 4.40402
C 5.14823 0.90040 3.09771
C -2.64839 1.46086 -0.16310
C 5.74844 0.44025 4.40181
Ru 0.83821 -0.29484 0.08042
H -2.13817 -2.28271 -1.26897
C 2.39916 -5.99166 0.65388
O -3.72582 3.05268 -1.54669
C 1.21094 -3.96821 0.25088
O 4.21642 -1.74598 2.40001
C 0.41352 4.01382 -5.04546
O -6.25890 -1.73017 2.50522
H 3.13054 -6.73716 0.36026
H -0.02725 4.22078 -6.01237
Sb 2.80931 -0.12405 -3.41745
O 3.73884 0.52147 3.04931
H -4.97611 0.30805 -1.33090
H -0.85926 3.80326 1.60162
H -4.18076 -3.00139 0.29715
H 5.13315 -4.93995 2.05571

Expectation value of S² = 0.759
Total charge = +1
Multiplicity = 2
LUMO (spin up / spin down) = -3.86 / -4.58 eV



2.
The ion C6H7O9 with charge -1, computed with ωB97M-V/def2-TZVPD.

CARTESIAN COORDINATES (ANGSTROEM)
H -0.60875 -2.11341 0.52876
O -2.67891 -0.80507 1.49552
H -3.12204 -1.33983 0.82411
O -0.52931 1.87248 -1.18950
C -0.41041 0.47104 -1.30422
H 2.87876 1.58610 1.54120
O -1.78040 -1.51303 -1.10653
O 1.18575 1.59984 0.75841
H -0.20932 2.16225 -0.31135
C 1.53649 0.60617 0.10823
O 3.99508 -1.69885 -0.92789
C -1.57770 -0.20731 -0.56778
C 2.96426 0.17320 0.32692
O -2.72869 0.56504 -0.81041
O 0.86131 -0.04105 -0.78933
H -1.53218 -1.45438 -2.03695
O -0.47670 -1.43490 1.20751
O 3.58988 0.96031 1.28464
C 3.56532 -0.79641 -0.30120
H -1.11214 0.45417 1.48266
H -2.37675 1.40223 -1.16923
C -1.43356 -0.44859 0.95643

Total charge = -1
Multiplicity = 1
LUMO = 3.03 eV



3.
A structure of composition C30H25CrI2N4O4S2, computed with ωB97M-V/def2-TZVPD.

CARTESIAN COORDINATES (ANGSTROEM)
H -2.42713 4.48056 -0.43235
C -3.39366 -0.90870 -1.93282
S 1.50593 0.53294 1.28833
C 3.78293 -0.67371 -1.90697
C -0.37498 4.75246 -1.11318
S -1.30171 1.35401 4.21460
C 2.40564 -0.65965 5.71303
O -1.36706 2.75230 4.51389
I 2.33092 -3.29040 0.37369
C 0.80184 4.10851 -1.48371
C 0.08474 0.61097 5.01845
C 4.46264 0.19448 -0.88325
C -2.85213 -0.71596 -0.65525
H -3.44197 -0.34841 -4.00370
H 4.85440 1.09395 -1.35939
C 1.96047 1.81286 -1.84793
C 2.44212 -0.49750 -2.27054
C 1.43779 -0.39153 6.67695
H -5.23168 -3.68469 -1.26956
O -3.56564 1.94535 -0.05685
C -4.05234 -2.62171 0.16939
H -3.10753 -0.24282 2.12211
C 2.20964 -0.30118 4.38276
C -1.47575 4.02270 -0.66496
H -3.65249 0.99646 -2.88048
N 1.62652 0.50468 -1.65018
H 1.65582 4.63024 -1.89259
N -0.69725 1.18412 2.66781
H 5.55526 -1.81236 -2.25145
H -0.07168 -2.07645 -3.82097
H -3.13533 -1.95962 2.52431
Cr 0.02123 0.15829 -0.48085
C -1.33328 2.66003 -0.54665
H 3.78010 0.51454 -0.09776
I -0.05918 -2.55600 -0.42035
H -0.45200 5.82711 -1.21418
H 4.54478 -3.25324 -3.98698
H 0.42181 -0.63093 -4.70204
H -2.05539 0.30852 -3.12672
H -4.65831 -2.15235 -3.12461
H 2.17620 -2.91794 -4.62549
C -3.11358 0.06031 -3.04877
C 0.86207 2.73777 -1.33913
H -0.50088 0.47760 7.08222
H 3.31642 -1.17056 5.99719
H -4.32650 -3.26971 0.99351
C 0.25561 0.25758 6.34060
C 1.86166 -1.30754 -3.25501
O -2.46529 0.53577 4.38462
C -3.20318 -1.54376 0.41653
C 0.49610 0.70144 2.69604
C 1.02431 0.32666 4.04831
C -2.42436 1.63322 -0.28649
H -1.66322 -1.20395 1.91643
C -2.74902 -1.22661 1.81657
H 2.95041 -0.51845 3.62364
H 1.60376 -0.69824 7.70156
N -0.17484 2.08417 -0.84226
O 2.93145 2.27001 -2.41886
C -4.24137 -1.99023 -2.13769
C 3.95370 -2.48418 -3.50617
C 2.62812 -2.29812 -3.85914
C -4.56344 -2.85071 -1.09675
C 4.51806 -1.67384 -2.53580
H 5.28971 -0.34556 -0.42091
C 0.43949 -1.11699 -3.72344
H -0.13980 -0.48903 -3.04933
N -1.91965 0.35296 -0.46097

Expectation value of S² = 3.808
Multiplicity = 4
LUMO (spin up / spin down) = -2.11 / -2.22 eV



4.
The ion C6H5Cl4N2 with charge +1, computed with ωB97M-V/def2-TZVPD.

CARTESIAN COORDINATES (ANGSTROEM)
C -1.40949 -1.65429 0.09538
C -2.43326 -0.82316 -0.05927
H 2.57723 1.09690 -1.00455
C -2.40161 0.61912 -0.03862
C 1.75569 -0.59411 0.06195
N 0.43976 -0.12601 0.19781
Cl -3.89113 1.41068 -0.16796
Cl -1.41615 3.12882 0.18324
H 3.77071 0.07857 -0.18693
C 2.78289 0.52193 -0.10490
H 1.97336 -1.21230 0.94290
Cl -4.00052 -1.58789 -0.33828
N 0.00452 1.00636 0.10476
Cl -1.03103 -3.20500 0.27136
C -1.26247 1.41577 0.09802
H 1.77536 -1.26394 -0.80881
H 2.76614 1.18857 0.75390

Total charge = +1
Multiplicity = 1
LUMO (spin up / spin down) = -6.13 / -6.54 eV



5.
The ion C6H13N2O with charge +1, computed with ωB97M-V/def2-TZVPD.

CARTESIAN COORDINATES (ANGSTROEM)
H -0.24705 0.19457 1.26727
H 0.93663 -1.74039 -1.01577
H 1.89406 -1.57701 0.63029
N -0.33394 0.18263 0.14879
H 2.03282 0.83934 1.33593
H -0.51643 2.16505 -0.23490
N -1.21779 -2.07820 0.44335
H -1.80374 -2.89765 0.23944
C -1.18275 1.39499 -0.15109
C -2.53925 1.26752 -0.16689
H -1.08851 -1.98790 1.51308
C 1.63526 -1.12983 -0.42340
H -1.34283 -0.91794 -1.32944
H 2.70217 -1.11067 -0.78864
C 1.86931 1.24539 0.36639
C -1.10571 -0.96543 -0.24297
H 1.11782 0.61278 -1.50250
H -3.00410 2.22444 -0.06406
H 2.89344 1.60120 -0.08559
H 1.32521 2.24846 0.44313
O -3.10434 0.18122 0.07514
C 1.07972 0.24742 -0.45758

Total charge = +1
Multiplicity = 1
LUMO (spin up / spin down) = -4.67 / -4.67 eV



6.
A cluster of 2 separate species, C25H33N2O3 in total, computed with ωB97M-V/def2-TZVPD.

CARTESIAN COORDINATES (ANGSTROEM)
C -5.28923 -0.63912 3.29093
C -1.05452 -7.14478 4.41663
N 1.88245 -3.18917 1.58092
N -0.82203 -5.33850 2.71631
C 0.80593 -4.13783 1.37513
C -5.22113 0.77929 3.34039
C -1.66752 -1.48154 2.83863
C 3.72477 0.70168 0.94747
H -1.28427 -5.01256 4.70079
C -2.85721 -0.75085 3.11068
H -1.13390 -7.85179 3.58124
O -6.39886 1.45534 3.32220
H -0.23204 -0.25236 3.83336
H -1.07542 -5.79706 1.84787
C -6.34736 2.90046 3.27556
H 3.92215 -3.81096 1.52418
H 2.38840 -0.71299 0.06489
C 1.36203 -5.30882 0.54270
H -1.84322 1.16895 3.26923
H -2.92599 -7.73124 5.33913
H 0.39982 -1.56138 1.10659
C 0.64069 -1.08213 2.05345
C 5.63680 2.84162 3.26242
H 0.65585 -5.56911 -0.25146
H 3.48726 -5.58301 0.07853
H 3.40366 -2.72931 0.22209
H -1.76445 -2.51614 2.50645
C 2.71436 -4.81243 -0.00225
C -0.39314 -0.91687 2.97590
H -1.50610 -8.61512 5.92001
C -3.95812 1.42427 3.36176
H 2.61685 -4.51881 -1.05256
H -0.00108 -3.63056 0.82234
H -3.89410 2.51346 3.42239
C -1.86787 -7.63585 5.60144
O 0.69048 -4.02957 3.78736
C 4.08176 1.40298 2.12753
H 1.51298 -6.18636 1.18702
C 3.08695 -3.57830 0.84024
H 2.07075 -3.01017 2.56790
H -6.27580 -1.09834 3.32115
H 1.69554 0.18863 4.23787
C 0.23263 -4.49463 2.74367
C 2.65094 -0.15410 0.96326
H -1.78318 -6.94910 6.44919
C -2.80978 0.66461 3.26947
C -1.50052 -5.76624 3.93668
H -5.84307 3.25390 2.36434
H -7.39513 3.19808 3.26764
H 4.91151 3.59108 3.60947
H -2.57962 -5.76403 3.73340
H -4.19170 -2.46745 3.10980
H 5.82226 2.10550 4.05806
C 2.24195 0.36036 3.30937
H 4.32056 0.85746 0.05142
H 3.57003 1.80208 4.20932
C 3.31240 1.24062 3.30782
C 1.84531 -0.30409 2.12079
H 6.56784 3.32302 2.96445
O 5.17639 2.20318 2.05104
C -4.13775 -1.37970 3.16957
H 0.00671 -7.07499 4.68823
H -5.84087 3.30899 4.16169

Total charge = +1
Multiplicity = 1
LUMO = -4.71 eV



7.
A structure of composition C14H23BN6Pt, computed with ωB97M-V/def2-TZVPD.

CARTESIAN COORDINATES (ANGSTROEM)
H 4.07896 -2.42172 -1.41622
H 2.30374 -1.81906 0.56828
C 3.23934 -1.75441 -1.47524
H 0.89204 0.38051 4.38945
H -1.66756 1.47842 1.53198
C 2.36212 -1.45622 -0.44286
C 0.57743 0.71920 3.39477
C 0.60770 3.21352 -2.52517
N 0.53783 1.89413 -2.22929
C -2.16975 -1.33414 -1.55575
C 2.81619 -1.01890 -2.57765
H -0.24707 -2.44036 1.15290
H 0.65115 -3.94904 1.55435
C -1.28957 0.45004 1.63508
C -1.85432 0.77536 4.06550
H -1.50072 -0.79608 -4.72997
H -2.14488 -0.21529 1.43159
H 0.94571 -2.42056 2.48062
H -3.29761 -2.22218 -3.21433
C -0.82058 0.20899 3.09173
H 0.59801 1.81515 3.40764
B 0.65977 0.53774 -3.04691
Pt -0.14493 0.12172 0.12413
H -0.59325 -3.30966 2.69271
H 3.23157 -0.92308 -3.56571
N 0.33200 1.79982 -0.87904
H -0.00907 3.12787 0.71049
N 1.45379 -0.57959 -0.91916
H -1.62951 0.44320 5.08267
C 0.23174 3.03243 -0.33638
N -1.08294 -0.53096 -1.54894
H 0.76669 3.53085 -3.54670
C 0.18968 -3.03781 1.97013
C -2.49232 -1.59266 -2.88145
H -0.78051 -0.88118 3.22432
H -2.61345 -1.65220 -0.62450
H 1.31868 0.33584 2.67946
N 1.70965 -0.31796 -2.23494
H 0.94489 0.67066 -4.20118
H -2.85971 0.42047 3.80803
C 0.43129 3.95593 -1.35439
H 0.43451 5.02515 -1.23865
C -1.57469 -0.89157 -3.65915
N -0.70767 -0.24571 -2.83865
H -1.83434 1.87336 4.04641

Expectation value of S² = 6.120
Total charge = +4
Multiplicity = 5
LUMO (spin up / spin down) = -16.02 / -18.06 eV



8.
A cluster of 9 separate species, C4H28N2O8 in total, computed with ωB97M-V/def2-TZVPD.

CARTESIAN COORDINATES (ANGSTROEM)
C 1.98238 0.56494 -0.87106
O -2.53285 0.25917 -0.45314
H -1.99014 -1.89035 -1.92693
O -0.17229 -3.07214 -0.74554
H 0.86372 -3.09879 -0.70906
H -0.34661 -0.26322 2.79643
N 0.52454 0.52222 -1.19378
H -1.24902 2.58159 1.70454
H 1.16678 3.27378 -2.73646
O -0.93640 -1.73834 1.50711
H 1.05281 0.80313 -3.25516
H 1.88203 1.33190 2.05016
H -3.27755 -0.06653 0.10278
H 3.54110 -0.79169 -1.33472
O -3.13255 0.28139 3.06587
H -0.46381 -2.13604 -0.79260
O -2.60613 -2.46509 -1.49194
H 1.59576 -1.12217 0.63945
H 2.87488 1.04492 2.95382
H -0.77779 0.88403 -2.77147
O -0.12015 0.48188 3.26634
H -3.01167 0.89625 2.31272
C 0.32348 1.23097 -2.54222
H -3.75333 -0.31487 2.58243
C 0.32182 2.66292 -2.54105
H 2.03794 -1.26336 -2.09986
H 2.02365 0.76203 0.18680
O 2.65450 0.76947 2.11110
H -1.99063 -0.52026 -0.31489
O -0.32274 2.59812 1.21223
H 2.64020 -2.38366 0.42312
H -0.71892 0.60397 4.09729
H -0.36970 1.63795 1.00183
C 2.50033 -0.88686 -1.15154
H -0.06486 3.17801 -1.49074
H 2.55380 1.32688 -1.44797
H -0.55404 -2.38218 0.86817
H 0.03187 0.95078 -0.47573
H -1.50622 -2.18231 2.19972
H -0.52216 3.00416 -3.16135
H -2.21160 -3.32743 -1.49330
N 2.05956 -1.74519 -0.08142

Multiplicity = 1
LUMO = 0.10 eV



9.
A cluster of 3 separate species, C30H62IN5O4PS in total, computed with ωB97M-V/def2-TZVPD.

CARTESIAN COORDINATES (ANGSTROEM)
C -0.03544 -0.77982 -0.05469
H -0.49208 5.13568 1.86511
C -2.74117 -2.30030 -4.94733
H 0.55678 -2.83974 -2.74677
H -2.71767 -5.71816 -4.38874
H 0.81591 7.19525 3.57611
H 1.67996 -3.02817 -5.40319
H 2.21093 2.83910 -0.85198
C 2.37876 -2.88355 6.70237
H -6.40009 1.11768 -1.95724
H -5.17219 -0.70803 -5.67275
C 3.12284 0.20666 7.86818
H 3.94644 0.91477 7.79216
C 2.20518 3.03604 0.21990
C 0.39406 -2.46536 -3.75346
H 2.39119 0.44237 7.08696
O 0.86449 3.29747 0.60192
P -5.61783 -1.98606 -3.56148
C -3.29155 -3.75086 -4.89252
H -0.22111 -3.13271 -4.33766
H 2.29341 -3.25687 2.67108
H 2.62751 -1.04023 -2.50526
H 4.40435 -2.00049 -0.84934
H -0.18488 2.72381 2.22584
C 0.34914 4.77206 2.47208
H -0.93133 -0.39320 1.84812
C -3.99652 -1.36344 -2.93553
H -1.72284 -2.30237 -5.31233
H -3.97356 -3.91204 -4.06028
H -6.80468 -1.11884 -1.63763
C -5.81705 -1.51640 -5.33727
C 1.38493 -2.61071 4.47771
H -3.84132 -3.92620 -5.81283
H -6.84210 -1.16016 -5.44262
N 1.56440 -2.05738 5.81627
H 3.23364 -2.83802 8.65156
H 0.31477 0.23588 -1.82996
H -5.64357 0.77383 -3.48626
H 4.66393 -1.75046 4.68475
N -4.06889 -0.73875 -1.79807
C 0.67544 3.36744 2.00942
H -1.52512 -4.56715 -3.92121
H -0.47430 -0.84904 -4.83230
O 3.65960 -1.09271 7.70561
H -7.38340 1.11520 -3.40306
C 2.97342 -2.74994 -3.73765
O 3.21129 -1.54670 3.19402
C 2.62052 -2.77264 3.59636
C 1.22100 7.06427 2.56812
H 4.86505 -1.15299 -2.14113
C 4.13263 -0.98427 4.11710
H -0.67701 1.18583 -0.77081
H 3.84152 -2.40249 -4.30043
C -0.52196 0.17992 -1.14854
H 1.99842 -1.14783 5.73032
H 2.18022 7.58600 2.54522
H 0.15232 8.78101 1.92864
C -0.29892 -1.08933 -3.78276
C 0.64870 6.76529 -0.57682
H 3.36987 -3.43895 4.03707
C -1.73637 -0.37476 -1.83874
H 1.91954 5.53264 1.44597
H 2.59971 2.15722 0.73852
H 1.83962 -1.76729 8.47926
H 1.85116 -1.34798 -4.95303
H -2.83730 1.76175 0.00446
N -2.93917 -0.29082 -1.28871
H 0.96785 -0.41900 1.76400
I -1.22443 -5.32142 -6.54062
H -0.28363 6.23623 -0.36010
C -6.83867 -0.90687 -2.70161
H 1.53831 2.96860 2.55022
C -0.00960 -0.49913 1.28994
O 0.83338 7.88324 0.26737
C 1.72581 -2.35410 -4.54788
H 4.86242 -0.40830 3.54744
C 3.04085 -2.05316 -2.37184
H 1.49415 6.07376 -0.50920
H 0.40357 -0.34268 -3.43241
H -5.74073 -2.39702 -5.96571
H 0.69648 -1.94234 3.95190
H 3.31910 -3.18786 6.22494
S -3.14016 0.47447 0.27591
H 1.81947 -3.78743 6.96006
H 2.85316 3.89523 0.41381
H 0.27908 -1.76995 -0.38677
H 2.37612 -2.58336 -1.69083
H 3.03520 -3.83517 -3.66985
H 0.87985 -3.57779 4.56630
H 3.63378 -0.29353 4.80130
C -2.21147 -4.81585 -4.72155
C 2.73402 -2.14090 7.97356
H -0.70226 7.30611 1.53668
C 0.29650 7.75834 1.57198
H -7.82450 -1.11779 -3.10471
C -6.55426 0.61514 -2.90981
H 0.02545 4.73596 3.51608
C -2.77902 -1.55317 -3.64734
H -3.29871 -1.74241 -5.69649
N 4.40647 -2.01122 -1.86237
N 1.51046 5.64467 2.36419
H 0.60868 7.12880 -1.60420
H 2.65529 0.32187 8.84974
C -1.64123 -1.01590 -3.09196

Total charge = +1
Multiplicity = 1
LUMO = -3.99 eV



| no. | energy (Ha) |
| --- | --- |
| 1 | -10757.8956 |
| 2 | -909.9716 |
| 3 | -4114.5487 |
| 4 | -2181.4655 |
| 5 | -420.7802 |
| 6 | -1307.3785 |
| 7 | -1017.9923 |
| 8 | -880.5175 |
| 9 | -2791.7463 |